DFT (ωB97M-V/def2-TZVPD) results for a cluster of 3 separate species, C5H15NO4 in total in a non-equilibrium geometry.

The geometry in XYZ format:
```
25
Properties=species:S:1:pos:R:3:forces:R:3
O -2.008 -1.059 -0.883 1.15 -1.08 1.35
O 2.280 2.927 -1.362 -3.40 3.06 -3.06
O 2.730 0.983 0.253 0.54 -2.37 0.17
O -0.999 -3.102 0.681 1.89 1.16 2.04
N 0.546 0.874 0.234 -1.07 -2.78 0.78
C 1.776 0.194 0.225 -0.06 5.12 0.58
C 1.767 -1.243 0.044 -3.26 -3.51 -1.19
C -1.843 0.218 -0.218 1.85 -0.22 0.60
C -0.644 0.202 0.802 -0.04 -1.28 -1.24
C -3.054 0.518 0.578 -1.20 0.30 -1.30
H 0.502 1.888 0.300 0.83 -0.47 -0.03
H 2.269 2.407 -2.158 0.59 -0.58 0.22
H 0.666 -1.560 -0.329 2.66 0.76 0.35
H 2.831 2.674 -0.700 2.58 -2.06 2.47
H 1.831 -2.017 0.839 0.38 1.29 0.31
H -1.352 -3.845 0.293 -1.03 -2.91 -1.22
H 2.453 -1.592 -0.715 0.34 0.38 -0.20
H -2.718 -1.120 -1.512 -0.52 0.60 -0.23
H -1.519 -2.416 0.311 -0.91 1.36 -0.86
H -0.823 0.612 1.809 -0.58 0.07 -0.55
H -3.186 -0.253 1.344 -0.01 -0.05 -0.26
H -3.836 0.432 -0.210 -0.45 0.54 1.23
H -2.988 1.476 1.104 -0.32 0.01 -0.46
H -1.435 0.766 -1.059 -0.88 1.54 0.21
H -0.565 -0.905 0.947 0.95 1.13 0.25
```
Forces are in eV/Å.

## Properties
**Strongest force on any atom**: 5.50 eV/Å
**2S+1**: 1
**Gap between HOMO and LUMO**: 9.68 eV
**M**: 153.18 g mol⁻¹
**DFT total energy**: -555.1674 Eh



DFT (ωB97M-V/def2-TZVPD) results for a cluster of 4 separate species, C5H15NO5 in total in a non-equilibrium geometry.

The geometry in XYZ format:
```
26
Properties=species:S:1:pos:R:3:forces:R:3
O 0.992 -1.040 -2.065 0.79 -0.28 0.06
O 1.700 1.463 1.501 0.47 1.01 -0.12
O 0.111 -2.226 0.608 -0.11 -0.35 -0.09
O 2.841 -1.105 0.850 0.19 0.58 0.10
O -0.164 0.262 1.646 -0.14 0.69 0.45
N -2.611 -0.413 0.137 0.21 0.84 -0.15
C 0.470 1.113 1.075 -0.60 -0.68 0.13
C -1.868 0.175 -0.882 -0.35 -0.77 0.75
C -1.407 1.586 -0.574 -0.80 0.15 -0.25
C 0.045 1.794 -0.189 0.52 -0.79 -0.15
C -1.631 -0.449 -2.042 0.07 0.91 -0.45
H 0.639 1.292 -0.958 0.31 0.12 -0.10
H -2.320 -0.169 1.073 -0.16 -0.25 -0.12
H 1.115 -1.827 -1.523 0.10 -0.01 -0.10
H -0.250 -1.572 1.224 0.24 -0.21 -0.31
H 1.796 1.342 2.454 -0.24 -0.38 0.05
H 0.046 -0.871 -1.929 0.25 0.08 0.14
H -1.765 -1.504 -2.172 -0.51 -0.32 -0.03
H -3.042 -1.309 -0.002 0.29 -0.14 -0.04
H -1.120 0.073 -2.856 -0.45 -0.01 0.19
H -1.591 2.142 -1.487 0.14 0.27 -0.19
H 0.366 2.829 -0.153 -0.16 0.21 -0.07
H 2.790 -0.217 1.256 -0.06 -0.68 -0.35
H -2.097 2.013 0.151 0.08 0.03 0.24
H 3.231 -0.923 -0.013 -0.03 -0.10 -0.03
H 1.042 -1.978 0.511 -0.06 0.10 0.44
```
Forces are in eV/Å.

## Properties
**Strongest force on any atom**: 1.13 eV/Å
**2S+1**: 1
**Gap between HOMO and LUMO**: 8.60 eV
**M**: 169.18 g mol⁻¹
**DFT total energy**: -630.4698 Eh



DFT (ωB97M-V/def2-TZVPD) results for a cluster of 2 separate species, C5H15NOS in total in a non-equilibrium geometry.

The geometry in XYZ format:
```
23
Properties=species:S:1:pos:R:3:forces:R:3
S 2.112 0.819 -1.349 -0.47 -0.78 -0.63
O -2.628 0.642 -1.494 1.50 4.28 2.36
N 0.465 -1.279 0.091 0.64 1.85 1.85
C 0.673 -0.149 -2.153 1.37 1.37 0.07
C -0.685 -0.499 0.704 3.59 2.57 0.85
C -0.255 -0.155 2.280 -4.04 -3.91 -1.09
C 0.537 1.070 2.566 1.48 -0.10 -0.65
C 0.292 -1.384 -1.362 2.42 -0.63 0.34
H -2.155 -0.070 -1.882 1.05 -0.70 -0.37
H -0.749 0.581 0.210 0.03 -2.00 0.91
H -0.055 0.653 -2.204 -0.54 -0.40 0.07
H 0.452 1.883 1.862 -0.29 -0.01 -0.69
H -0.723 -1.520 -1.627 -1.35 -0.56 0.33
H -1.904 1.352 -1.028 -2.97 -3.45 -2.22
H 2.168 1.820 -2.248 -0.12 -0.23 0.03
H 1.580 0.735 2.538 0.11 0.32 -0.31
H -1.650 -0.987 0.562 0.29 -0.15 0.26
H 0.135 -1.084 2.756 1.03 0.57 -0.89
H 1.438 -0.753 0.505 -3.46 -1.96 -2.19
H 0.892 -0.453 -3.167 0.40 0.16 -0.28
H 0.517 1.580 3.494 -0.85 -0.05 1.39
H 0.813 -2.333 -1.757 -0.40 1.58 0.58
H -1.270 -0.469 2.701 0.57 2.25 0.29
```
Forces are in eV/Å.

## Properties
**Strongest force on any atom**: 5.73 eV/Å
**2S+1**: 1
**Gap between HOMO and LUMO**: 9.51 eV
**M**: 137.25 g mol⁻¹
**DFT total energy**: -727.5644 Eh



DFT (ωB97M-V/def2-TZVPD) results for a cluster of 2 separate species, C5H15NOS in total in a non-equilibrium geometry.

The geometry in XYZ format:
```
23
Properties=species:S:1:pos:R:3:forces:R:3
S 0.442 0.013 -2.562 0.60 -0.20 -0.63
O -2.612 -1.837 -1.786 0.54 0.05 0.31
N -0.410 0.473 0.619 0.57 -0.29 0.34
C 1.553 -0.773 -1.283 -1.36 1.57 -1.20
C -1.297 1.412 1.273 -0.46 0.95 0.31
C -0.279 -0.764 1.401 -1.14 -0.64 -0.73
C 0.872 1.129 0.313 -0.61 0.48 0.04
C 1.976 0.240 -0.225 -0.45 -0.98 0.81
H -1.758 -2.206 -1.513 -0.30 -0.23 -0.19
H 0.958 -1.560 -0.847 0.20 -0.38 0.14
H -2.310 1.451 0.876 -0.18 -0.56 -0.10
H 1.243 1.647 1.205 0.27 -0.08 0.26
H 2.257 -0.400 0.609 0.58 0.11 0.24
H -1.040 -0.820 2.178 0.16 0.33 0.29
H -2.409 -0.897 -1.718 -0.37 0.11 -0.09
H -1.362 1.246 2.352 -0.04 -0.10 0.06
H 2.815 0.884 -0.444 0.27 -0.05 -0.49
H -0.577 -1.622 0.777 0.45 0.02 -0.02
H 2.310 -1.167 -1.955 0.37 -0.12 0.52
H 0.693 -0.968 1.833 0.23 0.21 0.12
H -0.985 2.454 1.176 0.45 -0.07 -0.20
H -0.708 0.123 -1.907 0.07 0.05 0.50
H 0.627 1.943 -0.371 0.13 -0.16 -0.29
```
Forces are in eV/Å.

## Properties
**Strongest force on any atom**: 2.40 eV/Å
**2S+1**: 1
**Gap between HOMO and LUMO**: 9.49 eV
**M**: 137.25 g mol⁻¹
**DFT total energy**: -727.6368 Eh